No. 1
The following is a quantum chemistry calculation of a cluster of 2 separate species, C7H18N in total, from OMol25.

Values from the calculation:
Frontier orbital gap: 9.72 eV
Total charge: +1
DFT total energy: -331.99196 a.u.

Last column: Mulliken charge in e.
Geometry (Å):
C -2.26 1.90 -1.09  -1.08
C -0.77 2.17 -1.24  -0.11
C 0.64 0.33 -2.13  -0.16
N -0.22 1.25 -2.27  0.04
H -2.80 2.07 -2.02  0.39
H -2.42 0.88 -0.77  0.29
H -2.66 2.56 -0.33  0.33
H -0.54 3.19 -1.55  0.39
H -0.24 1.94 -0.31  0.10
H 0.87 -0.28 -3.00  0.31
H 1.11 0.13 -1.18  0.12
H -0.53 1.44 -3.22  0.32
C 1.23 -2.45 2.02  -1.62
C 0.93 -1.32 1.02  0.69
C -0.55 -1.36 0.63  -0.67
C 1.31 0.05 1.61  -1.16
H 2.27 -2.46 2.32  0.40
H 0.61 -2.31 2.91  0.36
H 0.99 -3.43 1.61  0.39
H 1.57 -1.49 0.15  0.28
H -0.76 -0.55 -0.08  -0.31
H -1.17 -1.16 1.50  0.38
H -0.84 -2.30 0.17  0.40
H 2.31 0.03 2.05  0.40
H 1.32 0.81 0.82  0.20
H 0.61 0.36 2.38  0.32

=====

No. 2
The following is a quantum chemistry calculation of a structure of composition C3H3FS2, from OMol25.

Values from the calculation:
Frontier orbital gap: 8.10 eV
Total charge: 0
DFT total energy: -1012.25986 a.u.

Last column: Mulliken charge in e.
Geometry (Å):
C -0.16 0.57 0.22  0.40
C 1.15 -0.15 -0.03  -0.72
C -1.14 -0.45 -0.35  -0.07
H -0.38 0.54 1.29  0.33
H 1.88 -0.08 1.02  0.26
H 1.68 0.04 -0.92  0.36
F -0.28 1.60 -0.68  -0.28
S 0.05 -1.68 -0.40  -0.06
S -2.81 -0.38 -0.16  -0.21

=====

No. 3
The following is a quantum chemistry calculation of a cluster of 11 separate species, C3H25NO12S in total, from OMol25.

Values from the calculation:
Frontier orbital gap: 5.90 eV
Total charge: -2
DFT total energy: -1485.30308 a.u.

Last column: Mulliken charge in e.
Geometry (Å):
C -1.26 0.75 1.52  -0.44
C -0.18 0.23 2.48  -0.53
S -0.92 -0.72 3.88  -0.68
N -0.66 1.15 0.23  0.40
C -1.08 0.56 -0.95  0.43
O -2.26 0.15 -1.04  -0.89
O -0.24 0.56 -1.91  -1.04
H -2.02 -0.02 1.32  0.33
H -1.81 1.60 1.96  0.27
H 0.28 1.11 2.96  0.08
H 0.53 -0.40 1.95  0.12
H 0.30 1.48 0.31  0.13
H -0.78 -2.35 -2.59  0.36
H 0.12 -3.11 -1.54  0.40
O -0.53 -3.24 -2.26  -0.81
H 0.58 -2.77 1.08  0.45
H 1.94 -3.35 0.49  0.23
O 1.39 -2.57 0.45  -0.74
H 2.90 -0.34 -0.82  0.47
H 2.46 -1.21 0.35  0.42
O 3.06 -0.44 0.15  -0.84
H -3.25 1.63 -0.76  0.39
H -2.55 2.71 0.02  0.31
O -3.35 2.57 -0.50  -0.71
H -0.89 3.36 -1.95  0.34
H 0.10 2.28 -2.19  0.41
O 0.03 3.26 -2.26  -0.78
H -2.60 -2.27 -0.38  0.32
H -1.71 -3.35 -0.99  0.46
O -2.31 -3.18 -0.21  -0.84
H 2.03 1.79 2.04  0.24
H 2.62 1.08 0.77  0.43
O 2.34 1.96 1.15  -0.76
H 1.48 0.20 -2.31  0.55
H 1.91 -1.23 -2.56  0.29
O 2.28 -0.34 -2.49  -0.82
H 1.12 3.89 -1.00  0.45
H 1.89 3.42 0.24  0.38
O 1.68 4.23 -0.27  -0.76
H -0.78 -2.57 2.57  0.12
H -1.29 -3.26 1.18  0.52
O -0.57 -3.26 1.89  -0.69

=====

No. 4
The following is a quantum chemistry calculation of a structure of composition C12H20IrO2PS2, from OMol25.

Values from the calculation:
Frontier orbital gap (spin up / spin down): 9.38 / 6.55 eV
Total charge: +2
Spin multiplicity: 5
DFT total energy: -1861.14057 a.u.

Last column: Mulliken charge in e.
Geometry (Å):
Ir -0.31 -0.43 1.61  0.88
C -1.70 -0.08 -0.81  -0.31
C -2.00 1.08 -0.10  -0.47
C -2.47 1.00 1.22  -0.30
C -2.67 -0.26 1.83  -0.50
C -2.34 -1.44 1.12  -0.41
C -1.83 -1.34 -0.20  -0.40
H -1.43 -0.02 -1.85  0.47
H -1.92 2.04 -0.58  0.46
H -2.79 1.90 1.73  0.47
H -3.19 -0.32 2.77  0.47
H -2.64 -2.40 1.51  0.50
H -1.66 -2.24 -0.77  0.46
C 4.99 1.58 5.38  -1.30
C 3.78 2.35 4.90  0.50
C 2.66 2.39 5.93  -1.20
O 3.25 1.79 3.64  -0.29
P 3.06 0.34 3.16  0.81
S 4.83 -0.53 2.59  0.04
S 1.77 0.59 1.54  -0.37
O 2.38 -0.41 4.38  -0.11
C 1.89 -1.75 4.50  0.36
C 0.38 -1.73 4.33  -0.33
C 2.58 -2.74 3.58  -1.58
H 5.39 2.06 6.27  0.44
H 5.78 1.57 4.63  0.36
H 4.72 0.56 5.65  0.30
H 4.05 3.36 4.59  0.31
H 2.43 1.39 6.30  0.22
H 1.76 2.83 5.48  0.35
H 2.96 3.00 6.77  0.45
H 2.10 -2.01 5.54  0.29
H 0.10 -1.46 3.26  -0.67
H -0.08 -1.01 5.00  0.43
H -0.04 -2.72 4.54  0.49
H 2.34 -2.53 2.54  0.36
H 2.25 -3.74 3.82  0.45
H 3.66 -2.72 3.72  0.40

=====

No. 5
The following is a quantum chemistry calculation of an isolated molecule of C4H6O2, from OMol25.

Values from the calculation:
Frontier orbital gap: 8.98 eV
Total charge: 0
DFT total energy: -306.36528 a.u.

Last column: Mulliken charge in e.
Geometry (Å):
O -0.57 0.50 -1.33  -0.40
C 0.52 1.47 0.26  -0.35
C -0.11 0.38 1.11  -0.42
C 0.15 -0.95 0.38  -0.34
C 0.09 -0.68 -1.11  0.46
O 0.57 -1.31 -2.01  -0.53
H -0.40 0.78 -2.24  0.32
H -0.15 2.35 0.27  0.14
H 0.45 0.42 2.05  0.34
H -1.18 0.48 1.35  0.28
H -0.60 -1.73 0.62  0.27
H 1.14 -1.36 0.60  0.24

=====

No. 6
The following is a quantum chemistry calculation of a structure of composition C17H31Cl3O2P2Re, from OMol25.

Values from the calculation:
Frontier orbital gap (spin up / spin down): 7.15 / 4.50 eV
Total charge: +2
Spin multiplicity: 4
DFT total energy: -2957.58784 a.u.

Last column: Mulliken charge in e.
Geometry (Å):
P 0.08 -2.51 1.75  0.94
P -0.32 2.39 0.84  1.04
C 2.06 -0.19 -0.51  -0.12
C 2.03 1.25 -0.45  -1.09
H 2.68 -0.67 -1.27  0.46
H 2.17 -0.67 0.48  -0.24
H 2.49 1.67 0.46  0.61
H 2.28 1.85 -1.33  0.36
C -1.87 3.33 0.82  -1.49
H -2.10 3.63 1.85  0.46
H -2.68 2.71 0.41  0.38
H -1.77 4.23 0.19  0.48
C 0.89 3.67 1.26  -1.22
H 0.74 4.53 0.60  0.47
H 1.92 3.33 1.11  0.27
H 0.76 3.98 2.30  0.44
C -0.96 -3.70 0.85  -1.40
H -1.01 -4.65 1.40  0.51
H -0.56 -3.84 -0.16  0.37
H -1.97 -3.26 0.76  0.44
C 1.76 -3.21 1.50  -1.15
H 2.50 -2.43 1.74  0.36
H 1.88 -3.50 0.45  0.36
H 1.90 -4.07 2.16  0.46
Re 0.01 0.17 -1.04  0.20
C 0.03 1.36 -2.56  -0.46
C -1.34 1.31 -2.02  -0.21
C -2.45 0.61 -2.78  -1.34
C -2.10 -0.87 -3.04  -0.76
C -1.11 -1.27 -1.94  -0.45
C 0.32 -1.35 -2.24  0.31
C 0.92 -0.80 -3.52  -1.11
C 0.50 0.65 -3.81  -1.10
C -0.27 -2.82 3.49  -1.10
H 0.51 2.33 -2.42  0.99
H -1.70 2.25 -1.58  0.80
H -2.70 1.12 -3.73  0.36
H -3.36 0.60 -2.16  0.36
H -3.00 -1.50 -2.96  0.45
H -1.68 -1.02 -4.05  0.22
H -1.49 -2.06 -1.30  0.07
H 0.79 -2.24 -1.85  0.54
H 0.63 -1.46 -4.34  0.48
H 2.01 -0.86 -3.44  0.36
H 1.39 1.18 -4.17  0.39
H -0.26 0.70 -4.60  0.33
H 0.63 -2.61 4.08  0.36
H -0.63 -3.85 3.60  0.45
H -1.05 -2.11 3.81  0.38
Cl 1.63 2.64 4.69  -0.05
C 0.88 1.09 4.19  0.65
Cl 1.97 0.25 3.03  -0.10
Cl 0.53 0.09 5.57  -0.04
C -0.49 1.47 3.52  -0.10
O -1.47 1.74 4.17  -0.43
O -0.54 1.38 2.16  -0.15

=====

No. 7
The following is a quantum chemistry calculation of the ion C9H18BrN2O with charge +1, from OMol25.

Values from the calculation:
Frontier orbital gap: 9.38 eV
Total charge: +1
DFT total energy: -3112.05884 a.u.

Last column: Mulliken charge in e.
Geometry (Å):
C -2.62 1.20 1.18  -0.69
C -1.32 1.38 0.97  0.04
C -3.57 0.37 0.30  -1.07
C -3.31 -1.12 0.38  -0.38
C 0.29 0.02 0.26  -0.69
C 2.85 -1.98 -1.34  -1.82
C -0.02 2.35 -0.81  -0.90
C 3.18 -0.58 0.75  -0.43
C 2.18 -1.25 -0.18  0.34
N 1.18 -0.34 -0.60  0.18
N -0.61 1.07 -0.23  0.08
O 2.38 0.08 1.71  -0.49
Br -2.05 -1.68 -0.95  -0.10
H -3.20 1.38 2.07  0.37
H -0.59 1.90 1.64  0.47
H -4.63 0.66 0.54  0.41
H -3.58 0.47 -0.75  0.49
H -4.33 -1.54 0.25  0.33
H -2.84 -1.56 1.25  0.36
H 2.21 -2.55 -1.92  0.42
H 3.74 -2.38 -1.03  0.47
H 3.29 -1.15 -1.93  0.45
H -0.62 3.28 -0.70  0.36
H 0.91 2.65 -0.10  0.31
H 0.17 2.12 -1.81  0.45
H 3.70 -1.27 1.39  0.36
H 3.90 0.25 0.23  0.23
H 1.81 -2.09 0.31  0.17
H 1.20 -0.08 -1.57  0.37
H -1.19 0.61 -1.09  0.46
H 1.48 -0.25 1.79  0.44

=====

Among the records above, which one has the lowest total charge? C3H25NO12S